Entry from OMol25: C34H27IrN2O2S as an isolated structure (ωB97M-V/def2-TZVPD).

Each line ends with the Mulliken charge.
Cartesian coordinates (Å):
Ir 0.575 -0.538 0.863  1.47
O 0.350 -1.610 -0.769  -0.58
C -0.887 -2.118 -1.278  3.17
C -2.054 -1.444 -0.503  -1.42
C -2.034 0.046 -0.677  0.06
C -2.980 0.705 -1.437  -0.73
C -2.854 2.070 -1.633  -0.83
C -1.775 2.735 -1.083  -1.04
C -0.843 2.039 -0.324  0.46
C 0.366 2.805 0.172  -1.66
C 1.392 2.132 1.095  2.98
O 1.786 0.908 0.442  -0.53
C 0.838 1.764 2.470  -0.96
C 1.706 1.117 3.360  0.03
C 1.270 0.735 4.615  -0.91
C -0.039 1.001 5.006  -0.57
C -0.901 1.655 4.141  -0.96
C -0.464 2.038 2.878  0.02
C 2.600 3.050 1.204  -0.49
C 3.652 2.924 0.304  -0.24
C 4.729 3.795 0.367  -0.87
C 4.757 4.803 1.321  -0.46
C 3.705 4.935 2.215  -0.96
C 2.630 4.059 2.159  -0.25
N -1.012 0.725 -0.114  0.24
C -1.002 -1.722 -2.745  -0.53
C -2.005 -2.298 -3.519  -0.41
C -2.201 -1.888 -4.828  -0.96
C -1.392 -0.901 -5.377  -0.46
C -0.386 -0.333 -4.612  -0.95
C -0.192 -0.739 -3.297  -0.18
C -0.840 -3.628 -1.080  -0.55
C -1.612 -4.291 -0.135  -0.10
C -1.490 -5.665 0.030  -1.05
C -0.588 -6.381 -0.740  -0.42
C 0.192 -5.721 -1.682  -0.90
C 0.064 -4.354 -1.852  -0.33
H -1.980 -1.697 0.556  0.60
H -2.995 -1.843 -0.877  0.68
H -3.789 0.144 -1.883  0.50
H -3.581 2.607 -2.228  0.45
H -1.633 3.795 -1.246  0.57
H 0.025 3.723 0.657  0.59
H 0.911 3.130 -0.717  0.82
H 2.730 0.933 3.058  0.53
H 1.951 0.241 5.295  0.45
H -0.380 0.705 5.989  0.48
H -1.914 1.876 4.448  0.48
H -1.152 2.559 2.224  0.42
H 3.635 2.135 -0.436  0.43
H 5.550 3.685 -0.329  0.42
H 5.598 5.481 1.369  0.41
H 3.722 5.716 2.963  0.42
H 1.820 4.162 2.872  0.41
H -2.625 -3.085 -3.103  0.46
H -2.978 -2.347 -5.425  0.43
H -1.540 -0.586 -6.402  0.43
H 0.256 0.426 -5.039  0.45
H 0.600 -0.297 -2.707  0.50
H -2.326 -3.759 0.480  0.43
H -2.103 -6.173 0.762  0.43
H -0.493 -7.451 -0.610  0.42
H 0.897 -6.275 -2.287  0.42
H 0.666 -3.842 -2.593  0.43
S -1.097 -2.724 4.649  -0.25
C -0.599 -2.063 3.321  0.59
N -0.236 -1.591 2.283  -0.53

The value obtained for the gap between HOMO and LUMO (spin up / spin down) is 8.7 / 5.3 eV. The calculation puts the relative energy (zero: lowest compared OMol25 entry of this formula, charge and spin) at 0.000 eV. Its total charge is +1. As for the total energy: -2073.9936 hartree. The HOMO energy (spin up / spin down) is -11.3552 / -11.5469 eV. As for the spin multiplicity: 6.

***

Entry from OMol25: C34H27N6Ru as an isolated structure (ωB97M-V/def2-TZVPD).

Each line ends with the Mulliken charge.
Cartesian coordinates (Å):
Ru 0.421 0.475 -0.700  -0.27
C 3.570 1.291 5.491  -1.55
C 2.615 1.006 4.360  0.82
C 1.295 1.439 4.414  -1.08
C 0.443 1.196 3.333  0.12
C 0.846 0.504 2.200  -0.29
N -0.079 0.175 1.199  0.39
C -1.307 -0.370 1.576  0.19
C -1.409 -1.213 2.674  0.51
C -2.600 -1.857 3.032  -1.29
C -3.728 -1.697 2.246  0.67
C -5.003 -2.442 2.546  -1.58
C -3.661 -0.861 1.137  -1.31
C -2.480 -0.163 0.787  0.48
N -2.556 0.741 -0.245  0.19
C -3.737 1.182 -0.828  -0.43
C -3.379 2.058 -1.855  -0.99
C -2.001 2.084 -1.881  -0.53
N -1.474 1.284 -0.920  -0.07
C 2.214 0.104 2.116  0.48
C 3.064 0.352 3.223  -1.10
N 2.735 -0.554 1.027  -0.04
C 3.926 -1.270 0.989  -0.28
C 4.150 -1.608 -0.353  -1.03
C 3.124 -1.028 -1.072  -0.61
N 2.281 -0.354 -0.260  0.26
H 3.038 1.378 6.440  0.36
H 4.111 2.229 5.329  0.27
H 4.314 0.497 5.589  0.34
H 0.924 1.955 5.293  0.30
H -0.597 1.494 3.385  0.44
H -0.518 -1.373 3.270  0.46
H -2.624 -2.501 3.905  0.24
H -4.971 -2.883 3.544  0.36
H -5.166 -3.252 1.829  0.28
H -5.873 -1.782 2.494  0.34
H -4.524 -0.787 0.489  0.48
H -4.680 1.035 -0.334  0.39
H -4.047 2.613 -2.492  0.42
H -1.340 2.618 -2.541  0.37
H 4.103 0.054 3.155  0.41
H 4.342 -1.672 1.896  0.34
H 4.968 -2.189 -0.745  0.38
H 2.940 -1.023 -2.133  0.45
C 1.042 1.650 -2.236  -1.30
C 1.432 2.455 -3.287  1.09
C 1.129 2.132 -4.651  -0.43
C 1.505 2.961 -5.685  -0.41
C 2.189 4.155 -5.440  -0.41
C 2.495 4.499 -4.119  -0.35
C 2.141 3.682 -3.070  -0.64
H 0.587 1.215 -4.851  0.35
H 1.257 2.684 -6.705  0.34
H 2.474 4.805 -6.259  0.35
H 3.027 5.423 -3.915  0.33
H 2.389 3.951 -2.051  0.38
N -2.366 -6.078 -2.608  -0.69
C -1.947 -5.049 -2.298  0.04
C -1.419 -3.780 -1.915  0.62
C -0.535 -3.679 -0.836  -0.91
C -0.023 -2.446 -0.480  -0.12
C -0.367 -1.272 -1.172  1.62
C -1.260 -1.401 -2.249  -0.48
C -1.781 -2.628 -2.620  -1.00
H -0.263 -4.568 -0.281  0.41
H 0.656 -2.380 0.362  0.20
H -1.564 -0.514 -2.791  0.30
H -2.473 -2.704 -3.450  0.41

The value obtained for the gap between HOMO and LUMO (spin up / spin down) is 3.4 / 5.9 eV. The calculation puts the relative energy (zero: lowest compared OMol25 entry of this formula, charge and spin) at 1.624 eV. Its total charge is -2. As for the total energy: -1735.0430 hartree. The HOMO energy (spin up / spin down) is 1.3950 / -1.5289 eV. As for the spin multiplicity: 6.

***

Entry from OMol25: C34H28BrCl2FN3O3S2Ti as an isolated structure (ωB97M-V/def2-TZVPD).

Each line ends with the Mulliken charge.
Cartesian coordinates (Å):
Ti 0.936 0.264 -0.234  -0.25
O 0.084 6.162 2.132  -0.52
C 0.371 4.955 1.649  0.81
C 1.661 4.421 1.589  -0.84
C 1.830 3.167 1.057  -1.00
N 0.819 2.420 0.579  1.13
C -0.408 2.938 0.687  0.24
Br -1.755 1.756 0.131  0.01
C -0.692 4.180 1.191  -0.65
H 0.877 6.629 2.430  0.32
H 2.517 4.971 1.955  0.39
H 2.819 2.732 1.021  0.49
H -1.706 4.548 1.245  0.55
O -0.105 -1.291 -0.121  0.21
C -0.092 -2.379 -0.909  0.35
C -0.062 -3.649 -0.344  -0.15
C -0.047 -4.764 -1.156  -0.90
C -0.070 -4.631 -2.545  -0.96
C -0.124 -3.373 -3.106  -0.98
C -0.140 -2.237 -2.296  -0.06
C -0.330 -0.898 -2.831  0.67
N -0.065 0.251 -2.215  1.53
C -0.545 1.264 -3.026  -0.81
C -1.088 0.724 -4.139  -1.30
N -0.932 -0.637 -4.008  0.05
H -0.040 -3.731 0.736  0.55
H -0.012 -5.751 -0.713  0.46
H -0.046 -5.508 -3.177  0.42
H -0.132 -3.272 -4.186  0.51
H -0.445 2.303 -2.769  0.68
H -1.549 1.175 -4.998  0.47
H -1.293 -1.339 -4.631  0.23
Cl 0.759 0.191 2.429  -0.23
C 1.571 -1.321 2.774  0.73
C 1.365 -1.902 4.010  -0.95
C 2.013 -3.090 4.297  -0.51
C 2.843 -3.673 3.350  -0.77
C 3.035 -3.061 2.122  0.27
Cl 4.083 -3.818 0.979  -0.19
C 2.407 -1.852 1.794  0.09
S 2.789 -1.029 0.284  -0.45
H 0.710 -1.426 4.726  0.64
H 1.872 -3.565 5.258  0.42
H 3.352 -4.603 3.557  0.47
F 1.572 4.050 -6.070  -0.34
C 1.831 3.343 -4.955  0.53
C 1.777 3.976 -3.731  -0.81
C 2.040 3.233 -2.587  -0.15
C 2.343 1.875 -2.652  0.42
C 2.610 1.064 -1.433  -2.05
C 2.412 1.284 -3.915  -0.10
C 2.159 2.005 -5.069  -0.89
H 1.549 5.033 -3.685  0.45
H 2.014 3.736 -1.626  0.39
H 3.082 1.664 -0.652  0.74
H 3.328 0.279 -1.669  0.80
H 2.673 0.234 -3.989  0.46
H 2.219 1.550 -6.048  0.47
C -5.304 -0.835 0.573  -1.20
S -3.518 -1.001 0.421  0.72
O -3.243 -2.403 0.023  -0.70
C -3.113 -0.872 2.165  0.42
C -2.408 -1.927 2.716  -0.28
C -2.054 -1.876 4.058  -0.71
C -2.380 -0.767 4.824  -0.51
C -3.074 0.296 4.255  -0.71
C -3.447 0.246 2.921  -0.50
H -5.671 -1.432 1.405  0.40
H -5.702 -1.210 -0.369  0.42
H -5.565 0.216 0.693  0.35
H -2.181 -2.784 2.094  0.48
H -1.530 -2.712 4.504  0.49
H -2.110 -0.732 5.872  0.46
H -3.342 1.154 4.858  0.44
H -4.004 1.066 2.483  0.34

The value obtained for the gap between HOMO and LUMO is 7.3 eV. The calculation puts the relative energy (zero: lowest compared OMol25 entry of this formula, charge and spin) at 1.830 eV. Its total charge is +1. As for the total energy: -6942.4198 hartree. The HOMO energy is -10.5964 eV. As for the spin multiplicity: 1.

***

Entry from OMol25: C34H28Cl3N6O2Pd as an isolated structure (ωB97M-V/def2-TZVPD).

Each line ends with the Mulliken charge.
Cartesian coordinates (Å):
Pd 0.115 0.309 -0.218  0.16
C -3.959 4.488 3.499  -1.60
C -2.976 4.021 2.470  0.26
C -1.753 4.675 2.287  -1.23
C -0.836 4.187 1.399  -0.04
C -1.067 3.010 0.634  1.16
N -0.066 2.474 -0.094  0.08
C 0.947 3.301 -0.583  0.03
C 0.604 4.446 -1.314  0.08
C 1.563 5.271 -1.861  -0.93
C 2.919 4.987 -1.702  0.34
C 3.970 5.869 -2.313  -1.61
C 3.265 3.846 -0.992  -0.27
C 2.310 3.003 -0.436  -0.10
N 2.783 1.896 0.317  -0.22
C 3.864 1.886 1.136  -0.34
C 3.999 0.618 1.635  -1.17
C 2.935 -0.104 1.073  -1.11
N 2.214 0.672 0.283  1.13
C -2.349 2.385 0.779  0.00
C -3.244 2.892 1.702  -0.67
N -2.811 1.322 -0.036  0.20
C -4.115 1.019 -0.288  -0.12
C -4.145 -0.113 -1.052  -1.27
C -2.795 -0.453 -1.238  -0.26
N -2.011 0.424 -0.645  0.18
H -3.816 5.541 3.733  0.39
H -3.828 3.920 4.424  0.32
H -4.985 4.339 3.165  0.39
H -1.515 5.547 2.883  0.39
H 0.136 4.654 1.321  0.49
H -0.448 4.668 -1.445  0.59
H 1.259 6.149 -2.419  0.46
H 3.748 6.921 -2.136  0.40
H 4.015 5.726 -3.395  0.31
H 4.957 5.655 -1.905  0.39
H 4.312 3.590 -0.877  0.49
H 4.435 2.782 1.311  0.55
H 4.741 0.265 2.328  0.48
H 2.638 -1.132 1.209  0.96
H -4.182 2.379 1.863  0.56
H -4.919 1.638 0.067  0.45
H -5.014 -0.623 -1.427  0.43
H -2.358 -1.298 -1.742  0.41
Cl -0.388 0.131 2.142  -0.33
Cl 5.104 -2.593 -4.831  -0.16
C 5.853 -2.643 -3.272  0.83
C 7.187 -3.002 -3.202  -0.58
C 7.795 -3.164 -1.967  -0.52
C 7.072 -2.989 -0.799  -0.55
C 5.741 -2.626 -0.869  0.55
Cl 4.843 -2.400 0.583  -0.17
C 5.110 -2.417 -2.103  -0.74
N 3.753 -2.084 -2.134  0.50
C 3.215 -1.095 -2.871  0.70
C 3.993 -0.011 -3.353  -0.06
C 3.377 1.054 -3.943  -0.95
C 1.978 1.079 -4.066  -0.57
C 1.206 0.009 -3.630  -0.59
C 1.799 -1.112 -3.071  0.14
C 1.014 -2.304 -2.661  -1.19
C 0.969 -2.337 -1.096  0.61
O 2.027 -2.725 -0.561  -0.67
O -0.087 -1.952 -0.544  -0.67
H 7.731 -3.175 -4.119  0.46
H 8.838 -3.446 -1.917  0.39
H 7.530 -3.129 0.170  0.46
H 3.079 -2.491 -1.404  0.20
H 5.063 -0.017 -3.186  0.63
H 3.961 1.896 -4.287  0.48
H 1.498 1.936 -4.521  0.44
H 0.136 0.010 -3.798  0.46
H 1.511 -3.219 -2.980  0.34
H 0.007 -2.271 -3.068  0.42

The value obtained for the gap between HOMO and LUMO (spin up / spin down) is 8.4 / 5.5 eV. The calculation puts the relative energy (zero: lowest compared OMol25 entry of this formula, charge and spin) at 0.000 eV. Its total charge is +1. As for the total energy: -3299.6708 hartree. The HOMO energy (spin up / spin down) is -10.4419 / -11.0452 eV. As for the spin multiplicity: 5.

***

Entry from OMol25: C34H28CrN4OP2 as an isolated structure (ωB97M-V/def2-TZVPD).

Each line ends with the Mulliken charge.
Cartesian coordinates (Å):
Cr 0.213 0.401 0.683  -0.50
C 2.688 -1.269 2.191  -0.71
P 2.601 -0.215 0.689  1.21
C 4.041 0.873 0.679  0.10
C 3.896 2.146 0.132  -0.52
C 4.984 3.006 0.078  -0.68
C 6.213 2.601 0.577  -0.44
C 6.361 1.335 1.129  -0.71
C 5.279 0.470 1.177  -0.16
C 2.852 -1.379 -0.690  0.93
C 3.896 -1.238 -1.600  -0.52
C 4.017 -2.120 -2.665  -0.74
C 3.098 -3.145 -2.828  -0.61
C 2.052 -3.288 -1.927  -0.76
C 1.921 -2.407 -0.866  -0.43
C 1.324 -1.872 2.373  -0.26
C 0.931 -3.060 2.940  -0.99
C -0.488 -3.097 2.870  -1.06
C -0.884 -1.932 2.256  0.01
C -2.258 -1.385 1.997  -0.82
P -2.165 -0.254 0.548  1.00
C -2.497 -1.297 -0.894  -0.04
C -1.658 -1.188 -1.998  -0.15
C -1.876 -1.971 -3.124  -1.04
C -2.931 -2.867 -3.146  -0.50
C -3.776 -2.981 -2.047  -0.87
C -3.562 -2.198 -0.926  0.07
C -3.544 0.913 0.680  0.89
C -3.601 1.736 1.806  -0.52
C -4.577 2.712 1.909  -0.76
C -5.493 2.887 0.880  -0.56
C -5.433 2.081 -0.245  -0.60
C -4.461 1.095 -0.349  -0.49
N 0.220 -1.174 1.937  0.75
H 2.953 -0.610 3.025  0.48
H 3.461 -2.033 2.102  0.42
H 2.930 2.452 -0.255  0.49
H 4.872 3.993 -0.352  0.42
H 7.060 3.274 0.538  0.38
H 7.320 1.020 1.519  0.41
H 5.399 -0.520 1.600  0.32
H 4.615 -0.437 -1.483  0.35
H 4.830 -2.002 -3.369  0.41
H 3.193 -3.830 -3.661  0.38
H 1.328 -4.082 -2.054  0.48
H 1.096 -2.523 -0.170  0.17
H 1.583 -3.810 3.362  0.48
H -1.138 -3.877 3.235  0.50
H -2.630 -0.801 2.844  0.48
H -2.977 -2.184 1.814  0.40
H -0.844 -0.472 -1.994  0.67
H -1.228 -1.864 -3.983  0.46
H -3.105 -3.476 -4.024  0.41
H -4.603 -3.678 -2.068  0.40
H -4.233 -2.283 -0.079  0.40
H -2.868 1.624 2.599  0.32
H -4.610 3.351 2.781  0.39
H -6.238 3.668 0.946  0.37
H -6.133 2.231 -1.056  0.40
H -4.403 0.488 -1.244  0.36
N -0.558 3.740 0.999  -0.30
C -0.643 3.022 -0.158  0.93
O 0.232 2.097 -0.339  -0.45
C -1.658 3.306 -1.070  0.72
C -2.552 4.374 -0.810  -0.33
N -3.253 5.266 -0.600  -0.57
C -1.823 2.512 -2.232  -0.04
N -1.968 1.862 -3.173  -0.68
H -1.115 4.573 1.103  0.21
H 0.324 3.708 1.482  0.22

The value obtained for the gap between HOMO and LUMO (spin up / spin down) is 7.8 / 7.7 eV. The calculation puts the relative energy (zero: lowest compared OMol25 entry of this formula, charge and spin) at 0.042 eV. As for the total energy: -3333.9499 hartree. The HOMO energy (spin up / spin down) is -7.6554 / -7.6439 eV. As for the spin multiplicity: 5.

***

Entry from OMol25: C34H28F3N3P2RuS2 as an isolated structure (ωB97M-V/def2-TZVPD).

Each line ends with the Mulliken charge.
Cartesian coordinates (Å):
Ru -1.704 -0.003 -0.390  -0.33
S -0.683 -2.033 1.228  -0.55
P 0.840 -0.751 1.150  1.41
C -0.058 0.650 0.622  -0.04
P 0.362 1.933 -0.455  1.91
S -1.454 2.555 -0.983  -0.68
C 1.390 3.251 0.207  0.30
C 2.507 2.957 0.988  0.49
C 3.269 3.982 1.525  -1.10
C 2.909 5.304 1.293  -0.56
C 1.786 5.600 0.533  -0.77
C 1.021 4.575 -0.007  -0.81
C 1.213 1.201 -1.874  0.63
C 0.624 0.108 -2.507  0.32
C 1.239 -0.489 -3.592  -0.97
C 2.456 0.005 -4.051  -0.65
C 3.045 1.094 -3.430  -0.84
C 2.424 1.697 -2.341  -0.46
C 2.159 -1.409 0.091  0.36
C 1.979 -2.624 -0.565  -0.63
C 3.006 -3.157 -1.334  -0.66
C 4.209 -2.480 -1.458  -0.59
C 4.391 -1.264 -0.813  -0.85
C 3.373 -0.733 -0.037  0.28
C 1.632 -0.397 2.725  0.38
C 1.193 0.698 3.472  -0.30
C 1.801 0.998 4.682  -0.70
C 2.842 0.204 5.149  -0.50
C 3.278 -0.888 4.409  -0.70
C 2.679 -1.189 3.195  -0.36
H 2.767 1.929 1.204  0.11
H 4.137 3.751 2.129  0.47
H 3.500 6.105 1.718  0.41
H 1.498 6.630 0.367  0.41
H 0.137 4.802 -0.591  0.40
H -0.329 -0.274 -2.148  0.15
H 0.775 -1.335 -4.083  0.46
H 2.943 -0.463 -4.898  0.42
H 3.989 1.480 -3.791  0.45
H 2.882 2.550 -1.857  0.43
H 1.042 -3.153 -0.456  0.43
H 2.865 -4.109 -1.830  0.43
H 5.013 -2.904 -2.048  0.42
H 5.330 -0.733 -0.904  0.47
H 3.539 0.201 0.482  0.19
H 0.381 1.310 3.097  0.41
H 1.469 1.852 5.257  0.44
H 3.317 0.438 6.094  0.41
H 4.092 -1.500 4.775  0.41
H 3.025 -2.036 2.615  0.44
F -5.939 -4.629 2.862  -0.25
C -6.156 -4.291 1.588  0.69
F -6.132 -5.404 0.853  -0.27
F -7.388 -3.775 1.512  -0.24
C -5.137 -3.280 1.113  0.31
C -4.894 -2.155 1.882  -0.81
C -3.997 -1.220 1.409  -0.56
N -3.370 -1.359 0.236  0.18
C -3.595 -2.454 -0.490  -0.20
C -4.473 -3.444 -0.087  -0.83
H -5.385 -2.012 2.835  0.46
H -3.760 -0.334 1.980  0.54
H -3.058 -2.530 -1.424  0.50
H -4.627 -4.321 -0.697  0.50
N -4.995 1.369 -2.714  -0.06
C -4.512 0.792 -3.864  -0.57
C -3.413 0.095 -3.483  -0.71
N -3.214 0.238 -2.125  0.40
C -4.190 1.020 -1.697  -0.54
H -5.793 1.979 -2.648  0.25
H -4.976 0.924 -4.825  0.40
H -2.759 -0.506 -4.091  0.46
H -4.338 1.359 -0.688  0.50

The value obtained for the gap between HOMO and LUMO (spin up / spin down) is 6.6 / 7.2 eV. The calculation puts the relative energy (zero: lowest compared OMol25 entry of this formula, charge and spin) at 1.799 eV. Its total charge is +1. As for the total energy: -3350.0899 hartree. The HOMO energy (spin up / spin down) is -10.2870 / -10.4421 eV. As for the spin multiplicity: 2.